{"formula": "C29H41Cl5ErP2", "method": "ωB97M-V with the def2-TZVPD basis set", "elements": ["Er", "C", "C", "C", "C", "C", "C", "H", "H", "H", "C", "H", "H", "H", "C", "H", "H", "H", "C", "H", "H", "H", "C", "H", "H", "H", "C", "C", "C", "C", "C", "C", "C", "C", "H", "H", "H", "H", "H", "H", "H", "H", "H", "H", "H", "H", "P", "C", "C", "P", "C", "C", "C", "H", "H", "H", "H", "H", "H", "H", "H", "H", "H", "H", "H", "H", "H", "Cl", "C", "C", "C", "Cl", "C", "Cl", "C", "Cl", "C", "Cl"], "xyz": [[1.4044, -0.3695, 0.8949], [3.6794, -1.4471, 0.3594], [3.4873, -0.4530, -0.6540], [3.6880, 0.6367, 1.3702], [3.7861, -0.7600, 1.6147], [3.5031, 0.8343, -0.0295], [4.0357, -2.8611, 0.0784], [3.5954, -3.2138, -0.8636], [3.7257, -3.5343, 0.8864], [5.1279, -2.9641, -0.0297], [4.0821, -1.2740, 2.9745], [4.2230, -2.3658, 2.9466], [3.2669, -1.0112, 3.6756], [4.9934, -0.7905, 3.3803], [3.9314, 1.6500, 2.4227], [5.0024, 1.6781, 2.7064], [3.3634, 1.4040, 3.3299], [3.6354, 2.6444, 2.0685], [3.5797, 2.1326, -0.7456], [4.6282, 2.4419, -0.8876], [3.0839, 2.9262, -0.1738], [3.1235, 2.0697, -1.7413], [3.6797, -0.6552, -2.1122], [4.7169, -0.4044, -2.3916], [3.0302, -0.0040, -2.7087], [3.5085, -1.6914, -2.4182], [-0.5072, -1.9202, 0.6056], [0.5222, -2.3563, -0.1962], [0.5874, -2.1680, -1.6971], [0.1642, -0.7596, -2.1986], [0.5455, 0.4242, -1.3072], [-0.2368, 0.9412, -0.2971], [-1.6022, 0.4052, 0.1170], [-1.7265, -1.1265, 0.1330], [-0.0167, -2.9189, -2.2440], [-0.9141, -0.7603, -2.4527], [1.6186, -2.3945, -2.0216], [-2.0659, -1.4949, -0.8564], [-0.6299, -2.3620, 1.6090], [1.2315, -3.0930, 0.2168], [-2.5463, -1.3736, 0.8376], [-1.7946, 0.7691, 1.1412], [0.0494, 1.8766, 0.2267], [-2.4254, 0.8348, -0.4932], [0.6874, -0.6221, -3.1637], [1.3204, 1.0751, -1.7459], [-3.8280, -0.6769, -2.6734], [-4.9095, -1.7370, -1.6145], [-4.1539, -1.4594, -4.3102], [-4.0335, 2.3249, -3.2130], [-4.9799, 0.7733, -2.8255], [-4.4486, 2.4684, -5.0044], [-5.2694, 3.5340, -2.5688], [-4.9976, -1.2712, -0.6246], [-4.4388, -2.7212, -1.4947], [-5.9086, -1.8553, -2.0532], [-5.2252, -1.6379, -4.4662], [-3.6178, -2.4162, -4.3436], [-3.7640, -0.8147, -5.1074], [-6.2573, 3.3987, -3.0249], [-4.9029, 4.5465, -2.7742], [-5.3423, 3.4037, -1.4830], [-5.4903, 0.9245, -1.8605], [-5.7236, 0.5753, -3.6165], [-4.0771, 3.4359, -5.3626], [-5.5296, 2.4077, -5.1754], [-3.9343, 1.6729, -5.5550], [4.2304, 0.8577, 6.1313], [2.5207, 0.6866, 6.0824], [1.8725, 0.2993, 4.9354], [0.5140, 0.2634, 4.8469], [-0.1976, -0.0213, 3.2329], [-0.2953, 0.5061, 6.0020], [-1.9988, 0.3958, 5.9587], [0.3443, 0.8763, 7.2158], [-0.5807, 1.2376, 8.6096], [1.7555, 0.9751, 7.2578], [2.5249, 1.4526, 8.7127]], "forces_ev_per_angstrom": [[2.7, 1.3, 3.7], [-0.1, 1.0, 0.0], [0.3, 0.1, 0.7], [0.1, -0.5, -0.7], [0.1, 0.3, -0.6], [0.1, -0.7, 0.4], [0.0, -0.6, 0.0], [0.1, 0.0, 0.2], [0.1, 0.0, -0.2], [-0.3, 0.0, 0.1], [0.2, -0.7, 0.3], [0.0, 0.4, 0.2], [0.3, -0.1, -0.1], [-0.4, -0.3, -0.2], [0.0, 0.6, 0.3], [-0.5, 0.0, -0.2], [0.1, 0.1, -0.1], [0.2, -0.1, 0.2], [-0.1, 0.5, -0.2], [-0.3, -0.1, 0.0], [0.1, 0.0, -0.2], [0.1, 0.2, 0.2], [0.1, 0.0, -0.6], [-0.3, -0.1, 0.1], [0.1, -0.1, 0.0], [0.1, 0.2, 0.0], [-0.5, -1.8, -1.3], [-2.2, -1.7, 0.1], [0.7, 0.3, -0.2], [0.1, -0.1, -0.6], [-1.6, 1.7, -1.0], [-0.5, 0.1, -2.0], [0.2, 0.1, 1.0], [-0.5, -0.7, 0.1], [0.0, 0.2, 0.6], [0.5, 0.3, 0.4], [-0.4, 0.3, 0.2], [0.4, 0.2, 0.5], [0.6, 0.5, -0.3], [-0.2, 0.4, 0.0], [0.4, 0.1, -0.4], [0.0, -0.1, -0.4], [0.1, -0.3, -0.5], [0.7, -0.1, -0.1], [-0.3, 0.1, 0.5], [-0.1, -0.5, 0.7], [-0.9, 0.0, -0.2], [0.2, -0.1, 0.0], [0.3, -0.1, 0.1], [-0.6, 0.2, -0.1], [0.3, 0.0, 0.0], [0.3, 0.1, 0.0], [0.2, 0.1, 0.1], [0.0, -0.1, -0.2], [-0.2, 0.1, 0.0], [0.2, 0.0, 0.1], [0.2, 0.1, 0.0], [-0.1, 0.2, -0.1], [-0.1, -0.2, 0.1], [0.2, 0.0, 0.1], [-0.2, -0.1, 0.1], [-0.1, 0.1, -0.2], [0.1, -0.1, -0.3], [0.1, 0.1, 0.4], [-0.1, -0.2, -0.1], [0.2, 0.0, 0.0], [-0.1, 0.2, 0.0], [0.6, 0.0, 0.0], [-2.3, 0.0, 1.3], [-0.1, 0.1, -1.5], [1.4, 0.7, 3.5], [-0.8, -0.2, -0.8], [0.9, 0.1, -0.7], [-0.6, -0.1, -0.2], [0.6, -0.3, -1.3], [-0.1, 0.0, 0.0], [0.2, -0.3, -1.1], [0.0, 0.0, 0.1]], "multiplicity": 4, "e_lumo_ev": [-4.844, -4.729], "orbital_gap_ev": [4.70, 4.82], "charge": 1, "e_homo_ev": [-9.544, -9.546], "de_lowest_kj_mol": 124.0, "fmax_ev_per_a": 4.8}


{"formula": "C3H6N4O", "method": "ωB97M-V with the def2-TZVPD basis set", "elements": ["N", "C", "N", "N", "N", "C", "C", "O", "H", "H", "H", "H", "H", "H"], "xyz": [[1.9893, -1.4802, -0.2151], [0.7822, -0.5925, 0.0090], [-0.4299, -1.0972, 0.0411], [-1.1698, -0.0239, -0.1438], [-2.5830, 0.0168, -0.0730], [-0.5614, 1.1507, -0.1251], [0.7854, 0.7501, -0.0735], [2.0235, 1.4468, -0.0552], [1.6511, -2.4756, -0.0608], [2.7716, -1.2303, 0.4449], [-2.9598, -0.7957, -0.6747], [-2.9097, -0.2019, 0.9963], [-1.0947, 2.1208, -0.3270], [1.7052, 2.4123, 0.2570]], "forces_ev_per_angstrom": [[-2.0, 0.4, 1.7], [3.4, -4.1, -0.5], [-0.3, -0.5, -0.5], [-3.8, 0.3, 0.7], [-1.4, -2.7, 1.9], [2.1, 1.4, -0.9], [1.4, 3.2, 0.2], [-3.1, 3.2, 1.0], [0.8, 1.7, -0.1], [-1.3, -0.5, -0.9], [0.8, 1.6, 1.4], [1.1, 0.5, -3.3], [0.8, -1.4, 0.4], [1.6, -3.1, -1.1]], "e_lumo_ev": 0.680, "orbital_gap_ev": 8.98, "charge": 0, "e_homo_ev": -8.303, "de_lowest_kj_mol": 326.9, "fmax_ev_per_a": 5.3}


{"formula": "C23H45ClInNO9P", "method": "ωB97M-V with the def2-TZVPD basis set", "elements": ["C", "C", "In", "Cl", "N", "C", "O", "P", "O", "O", "O", "H", "H", "H", "H", "H", "C", "C", "C", "O", "C", "H", "H", "H", "H", "H", "H", "H", "H", "C", "C", "C", "O", "C", "H", "H", "H", "H", "H", "H", "H", "H", "C", "C", "C", "O", "C", "H", "H", "H", "H", "H", "H", "H", "H", "C", "C", "C", "O", "C", "H", "H", "H", "H", "H", "H", "H", "H", "C", "C", "C", "O", "C", "H", "H", "H", "H", "H", "H", "H", "H"], "xyz": [[1.5961, 2.7578, -2.8409], [0.7470, 2.3358, -3.8206], [-1.3972, 2.9234, -3.6901], [-2.0983, 3.9281, -5.8322], [-1.7272, 4.4395, -2.1608], [-2.8991, 4.4133, -1.9226], [-4.0206, 4.7183, -1.7626], [-2.9620, 0.9876, -3.0375], [-2.7065, -0.2720, -3.7876], [-2.7778, 0.8069, -1.3660], [-4.5234, 1.5259, -3.3672], [1.4066, 2.6633, -1.7538], [2.5560, 3.2261, -3.1530], [1.1563, 1.7423, -4.6702], [-1.9288, 1.2399, -1.1625], [-4.4561, 2.4666, -3.6084], [-2.2140, -2.6842, 0.6705], [-1.2786, -2.7193, 1.8656], [0.0650, -2.4216, 1.2211], [-0.1965, -1.5839, 0.0885], [-1.6110, -1.5722, -0.1707], [-3.2566, -2.5001, 0.9337], [-2.1591, -3.6330, 0.1299], [-1.5428, -1.9216, 2.5673], [-1.2903, -3.6666, 2.4068], [0.5428, -3.3364, 0.8602], [0.7533, -1.9154, 1.9007], [-1.9982, -0.5991, 0.1266], [-1.7912, -1.7058, -1.2380], [-4.2242, -7.4330, -1.2581], [-4.2643, -6.1993, -2.1393], [-3.9241, -5.0963, -1.1527], [-3.0652, -5.6812, -0.1579], [-3.0829, -7.1052, -0.3120], [-4.0678, -8.3618, -1.8078], [-5.1603, -7.5204, -0.6986], [-3.4882, -6.2662, -2.9068], [-5.2219, -6.0448, -2.6361], [-4.8206, -4.7250, -0.6454], [-3.4182, -4.2535, -1.6249], [-2.1184, -7.4095, -0.7339], [-3.1998, -7.5771, 0.6657], [2.6600, -6.4447, 3.5461], [3.1404, -5.3503, 4.4817], [2.9947, -4.1115, 3.6142], [1.9000, -4.3568, 2.7246], [1.5443, -5.7423, 2.7913], [2.3249, -7.3465, 4.0589], [3.4620, -6.7220, 2.8559], [2.4739, -5.2820, 5.3463], [4.1573, -5.4976, 4.8467], [3.8909, -3.9431, 3.0073], [2.7963, -3.2109, 4.1980], [0.5919, -5.8202, 3.3274], [1.4076, -6.1339, 1.7818], [6.1567, 3.0805, -0.3537], [6.4783, 4.5330, -0.6541], [5.7901, 4.7348, -1.9930], [4.6544, 3.8638, -2.0099], [4.7488, 2.9511, -0.9094], [6.2216, 2.8254, 0.7043], [6.8384, 2.4266, -0.9055], [6.0219, 5.1783, 0.1019], [7.5466, 4.7502, -0.6869], [6.4456, 4.4503, -2.8238], [5.4627, 5.7648, -2.1458], [4.0003, 3.2433, -0.1652], [4.5228, 1.9399, -1.2506], [-1.7830, 8.1346, 0.9669], [-2.1996, 6.6758, 1.0158], [-0.9164, 5.9973, 1.4583], [-0.2119, 6.9434, 2.2798], [-0.8288, 8.2276, 2.1460], [-2.6173, 8.8331, 1.0388], [-1.2476, 8.3364, 0.0350], [-2.9768, 6.5374, 1.7735], [-2.5772, 6.2945, 0.0676], [-0.2803, 5.7543, 0.6018], [-1.0983, 5.0833, 2.0262], [-1.3678, 8.4413, 3.0767], [-0.0598, 8.9904, 2.0067]], "forces_ev_per_angstrom": [[0.3, -0.1, -1.1], [-0.4, -0.7, 1.3], [0.9, -0.8, -0.4], [0.1, -0.2, 0.6], [1.1, -1.4, -0.2], [0.3, 2.1, -0.4], [-1.6, -0.7, 0.6], [-0.1, 0.5, -0.8], [-0.4, 0.3, 0.9], [-0.6, 0.6, -1.5], [1.2, -0.4, 0.8], [-0.5, 1.3, -0.7], [0.1, -1.4, 0.6], [-0.1, 1.8, -0.2], [-0.4, -0.2, 0.0], [-0.2, -0.3, 0.2], [0.0, -0.3, -0.3], [0.0, 0.1, 0.3], [0.1, 0.0, -0.3], [-0.2, -0.2, 0.2], [0.1, 0.1, 0.2], [0.0, 0.0, 0.0], [0.0, 0.1, 0.2], [0.0, 0.0, 0.0], [0.0, 0.0, 0.0], [0.0, 0.0, 0.1], [0.1, 0.0, -0.1], [-0.1, -0.1, 0.0], [0.1, 0.1, 0.0], [-0.2, -0.2, 0.1], [0.2, 0.0, -0.3], [-0.1, 0.2, 0.2], [-0.3, -0.4, -0.3], [0.3, 0.1, 0.0], [0.0, 0.0, 0.0], [0.0, 0.0, 0.0], [0.0, 0.0, 0.0], [0.0, 0.0, 0.0], [0.0, 0.0, -0.1], [0.0, 0.0, 0.1], [0.0, -0.1, 0.0], [0.0, 0.1, 0.0], [0.2, -0.2, -0.2], [-0.1, 0.0, 0.3], [0.1, 0.1, -0.2], [0.2, -0.3, 0.3], [-0.3, 0.1, 0.0], [0.0, 0.0, 0.0], [0.0, 0.0, 0.0], [0.0, 0.0, 0.0], [0.0, 0.0, 0.0], [0.1, 0.0, 0.1], [-0.1, 0.0, -0.1], [0.0, -0.1, 0.0], [0.0, 0.1, 0.0], [0.2, -0.2, -0.1], [0.0, 0.2, 0.2], [-0.1, -0.1, -0.3], [0.4, 0.1, 0.2], [-0.3, 0.0, 0.0], [0.0, 0.0, 0.0], [0.0, 0.0, 0.0], [0.0, 0.0, 0.0], [0.0, 0.0, 0.0], [0.1, 0.1, 0.0], [-0.1, -0.1, 0.0], [0.0, -0.1, 0.0], [-0.1, 0.1, -0.1], [0.1, 0.2, -0.2], [-0.3, -0.1, 0.1], [0.3, -0.1, -0.2], [-0.2, 0.1, -0.1], [0.0, -0.1, 0.2], [0.0, 0.0, 0.0], [0.0, 0.0, 0.0], [0.0, 0.0, 0.0], [0.0, 0.0, 0.0], [-0.1, -0.1, 0.0], [0.1, 0.1, 0.1], [0.0, 0.1, 0.0], [0.1, -0.1, 0.0]], "e_lumo_ev": 2.178, "orbital_gap_ev": 7.08, "charge": -1, "e_homo_ev": -4.905, "fmax_ev_per_a": 2.2}


{"formula": "C4H6F2S2", "method": "ωB97M-V with the def2-TZVPD basis set", "elements": ["F", "C", "F", "C", "S", "C", "C", "S", "H", "H", "H", "H", "H", "H"], "xyz": [[-1.9034, 1.8920, 0.6045], [-1.0518, 1.2842, -0.3185], [-0.0061, 2.1946, -0.5897], [-0.3719, 0.0296, 0.0369], [-1.5804, -1.3746, 0.3192], [1.0063, 0.1130, 0.7056], [0.9296, -0.3079, -0.7450], [1.1944, -1.9608, -1.3754], [-1.6118, 1.2782, -1.2044], [-1.5307, -1.3126, 1.8434], [1.2334, -0.7722, 1.3386], [1.1593, 1.0900, 1.0023], [1.1844, 0.4343, -1.5197], [1.3489, -2.5878, -0.0978]], "forces_ev_per_angstrom": [[1.3, -0.9, -0.2], [0.8, 2.2, 0.3], [-0.9, 0.1, 0.4], [-0.3, -2.4, 0.5], [1.2, 1.2, 3.1], [-1.5, -3.5, -0.8], [-0.8, 1.3, -0.3], [0.5, -0.5, 2.0], [-0.9, -0.5, -1.3], [-0.2, 0.0, -3.1], [-0.1, 1.2, 0.0], [1.2, 1.6, 0.6], [0.0, -0.4, 0.6], [-0.3, 0.8, -1.8]], "e_lumo_ev": 0.537, "orbital_gap_ev": 9.76, "charge": 0, "e_homo_ev": -9.221, "de_lowest_kj_mol": 121.4, "fmax_ev_per_a": 3.9}


{"formula": "C29H21BrCaN3O2", "method": "ωB97M-V with the def2-TZVPD basis set", "elements": ["Ca", "C", "C", "C", "C", "C", "C", "C", "C", "C", "C", "C", "C", "C", "C", "C", "N", "H", "H", "H", "H", "H", "H", "H", "H", "H", "H", "C", "O", "C", "C", "C", "Br", "C", "C", "C", "O", "C", "N", "C", "C", "C", "C", "C", "C", "N", "H", "H", "H", "H", "H", "H", "H", "H", "H", "H", "H"], "xyz": [[-0.6180, 1.3922, 0.2474], [-3.7572, 3.3613, 3.3573], [-2.8782, 3.9687, 4.2356], [-1.5206, 3.9811, 3.9239], [-1.0425, 3.3425, 2.7641], [-1.8976, 2.6406, 1.8841], [-3.2647, 2.7227, 2.2330], [0.4345, 3.4316, 2.4596], [1.2407, 4.4810, 3.0124], [2.5772, 4.5827, 2.7451], [3.1658, 3.5903, 1.9076], [4.5797, 3.6184, 1.5969], [5.1355, 2.7526, 0.7159], [4.3002, 1.7511, 0.1544], [2.9495, 1.7007, 0.4847], [2.3363, 2.6260, 1.3597], [0.9951, 2.5486, 1.6369], [-4.8362, 3.3872, 3.5393], [-3.2324, 4.4867, 5.1184], [-0.8515, 4.4583, 4.6432], [-3.9761, 2.2464, 1.5686], [0.7661, 5.2143, 3.6313], [3.1602, 5.4125, 3.1469], [5.1599, 4.4026, 2.0653], [6.1917, 2.7955, 0.5288], [4.6734, 1.0309, -0.5451], [2.3194, 0.9011, 0.0894], [-0.0986, -0.5096, 2.7629], [0.0141, -0.6348, 1.3243], [-0.1053, -1.9225, 0.8080], [0.1667, -3.0303, 1.5675], [-0.0337, -4.2856, 1.0026], [0.2721, -5.8713, 1.9761], [-0.4307, -4.4107, -0.3278], [-0.5852, -3.2692, -1.1270], [-0.4827, -2.0017, -0.5342], [-0.7265, -0.8306, -1.2074], [-0.8977, -3.4413, -2.5580], [-1.5061, -4.4186, -3.0857], [-1.5591, -4.1642, -4.4317], [-2.1480, -4.9178, -5.4597], [-2.0995, -4.3784, -6.7293], [-1.4431, -3.1734, -6.9855], [-0.8882, -2.4001, -5.9858], [-0.9201, -2.9185, -4.7016], [-0.5319, -2.4601, -3.4574], [0.8063, -0.8394, 3.2502], [-0.9557, -1.1211, 3.0616], [-0.3146, 0.5451, 3.0339], [0.5377, -2.9476, 2.5803], [-0.5045, -5.3830, -0.8068], [-1.0675, -1.0336, -2.0858], [-2.6369, -5.8405, -5.2364], [-2.4818, -4.9577, -7.5595], [-1.4281, -2.7691, -7.9883], [-0.4156, -1.4569, -6.2078], [0.3539, -1.9852, -3.3962]], "forces_ev_per_angstrom": [[0.0, -0.1, 0.3], [-0.4, 0.0, 0.0], [0.5, 0.3, -0.2], [-0.1, -0.1, 0.3], [0.6, 0.1, 0.1], [-0.2, 0.2, 0.2], [0.4, -0.5, -0.6], [0.2, 0.2, 0.2], [0.1, -0.2, -0.1], [-0.6, -0.5, -0.1], [1.5, 1.2, 0.4], [-1.4, 0.6, 0.4], [-0.5, -0.7, 0.1], [-1.2, 0.5, 0.5], [0.5, -0.4, -0.4], [0.3, -0.3, -0.2], [-0.4, 0.0, -0.2], [0.4, 0.0, 0.0], [0.0, -0.1, 0.0], [-0.1, -0.1, -0.3], [-0.2, 0.0, 0.0], [-0.1, 0.3, 0.1], [-0.1, -0.3, -0.1], [0.1, 0.0, 0.0], [0.2, -0.1, -0.3], [0.3, -0.3, -0.2], [0.2, 0.0, -0.1], [-0.8, 0.2, 0.2], [-0.1, 0.3, -0.1], [0.0, 0.9, -0.2], [0.0, -0.8, 0.2], [-0.2, -0.2, -0.8], [0.0, 0.2, 0.1], [0.6, 0.3, 0.1], [-0.2, 0.0, 0.4], [0.2, -1.2, 0.3], [0.1, 0.9, 0.6], [0.8, 0.8, 1.3], [-0.8, -1.4, 0.3], [0.1, 0.7, -1.2], [0.3, 1.0, 0.5], [0.4, -0.6, -0.1], [-0.3, 0.5, -0.2], [0.4, 0.0, 0.2], [-1.2, -1.6, -0.4], [0.5, 1.1, -0.5], [0.3, -0.1, 0.1], [0.2, 0.1, 0.2], [0.2, -0.6, -0.5], [-0.1, 0.0, -0.1], [-0.1, 0.2, 0.2], [-0.2, -0.2, -0.4], [-0.2, -0.4, 0.0], [-0.2, 0.1, 0.0], [0.0, -0.2, -0.1], [0.0, 0.1, -0.1], [0.1, 0.1, 0.3]], "e_lumo_ev": -3.344, "orbital_gap_ev": 7.60, "charge": 1, "e_homo_ev": -10.944, "de_lowest_kj_mol": 0.0, "fmax_ev_per_a": 2.0}


charge of number 3 (C23H45ClInNO9P)?
-1